No. 1
A structure of composition C22H22F3NO5PPtS2. Source: OMol25; level of theory: the ωB97M-V functional and the def2-TZVPD basis.

## Properties
total energy	-2837.8221	Eh
energy above the lowest of the compared OMol25 structures with the same formula, charge and spin	0.00	kJ/mol
spin multiplicity	5
HOMO-LUMO gap (spin up / spin down)	0.219 / 0.122	Eh
charge	+3

Each line ends with the Mulliken charge.
Element x y z (Å)
Pt -1.367 -0.208 0.134  1.64
O -2.936 -2.679 -0.586  -0.41
N -1.806 -1.800 -0.958  0.42
C -1.251 -2.355 -2.041  -0.74
C 0.023 -2.001 -2.595  0.53
C 0.423 -2.568 -3.839  -0.52
C 1.723 -2.435 -4.317  -0.89
C 2.669 -1.846 -3.504  -0.39
C 2.335 -1.217 -2.316  -0.47
C 0.994 -1.206 -1.869  0.42
P 0.722 -0.132 -0.426  0.96
C 1.835 -0.852 0.795  0.84
C 2.637 -0.007 1.541  -0.48
C 3.416 -0.569 2.551  -0.64
C 3.373 -1.935 2.776  -0.64
C 2.525 -2.760 2.014  -0.84
C 1.787 -2.240 0.971  -0.28
C 1.209 1.566 -0.799  0.90
C 1.031 2.552 0.180  -0.69
C 1.457 3.851 -0.089  -0.78
C 2.125 4.110 -1.297  -0.77
C 2.179 3.159 -2.292  -0.64
C 1.666 1.881 -2.069  -0.89
H -3.655 -2.058 -0.342  0.36
H -1.892 -3.135 -2.468  0.54
H -0.357 -3.097 -4.414  0.47
H 2.038 -2.887 -5.250  0.47
H 3.723 -1.864 -3.772  0.49
H 3.139 -0.753 -1.717  0.49
H 2.694 1.074 1.323  0.43
H 4.081 0.088 3.138  0.47
H 4.027 -2.329 3.543  0.48
H 2.493 -3.811 2.221  0.53
H 1.175 -2.897 0.328  0.31
H 0.524 2.350 1.105  0.62
H 1.307 4.625 0.654  0.48
H 2.632 5.055 -1.431  0.46
H 2.652 3.415 -3.248  0.44
H 1.665 1.158 -2.874  0.49
F -4.555 0.540 -0.082  -0.19
C -4.319 1.834 -0.204  0.57
F -4.701 2.213 -1.416  -0.18
F -4.976 2.498 0.734  -0.18
S -2.504 2.255 -0.154  1.10
O -2.495 3.691 -0.313  -0.54
O -1.930 1.734 1.118  -0.86
O -2.007 1.414 -1.295  -0.68
C -1.465 0.386 3.965  -0.60
S -2.311 -1.108 3.387  0.57
C -3.846 -0.358 2.830  -0.61
O -1.588 -1.574 2.135  -0.34
H -1.630 1.234 3.299  0.12
H -0.407 0.099 4.014  0.35
H -1.889 0.604 4.970  0.46
H -4.440 -0.252 3.747  0.51
H -4.319 -1.075 2.144  0.31
H -3.631 0.620 2.361  0.04

***

No. 2
An isolated molecule of C22H22FN5O. Source: OMol25; level of theory: the ωB97M-V functional and the def2-TZVPD basis.

## Properties
total energy	-1300.4206	Eh
SMILES	COc1ccc(-n2cc(CNCCc3cnc[nH]3)c(-c3cccc(F)c3)n2)cc1
energy above the lowest of the compared OMol25 structures with the same formula, charge and spin	1.85	kJ/mol
HOMO-LUMO gap	0.317	Eh

Each line ends with the Mulliken charge.
Element x y z (Å)
C 7.773 0.853 -0.271  -0.84
O 6.677 1.721 -0.101  -0.46
C 5.427 1.191 -0.061  0.80
C 5.125 -0.163 -0.174  -0.43
C 3.812 -0.587 -0.115  -0.94
C 2.776 0.324 0.057  1.11
N 1.463 -0.153 0.116  0.85
C 0.314 0.546 0.287  -0.28
C -0.726 -0.354 0.272  -0.25
C -2.173 -0.055 0.485  -0.69
N -2.331 1.183 1.236  -0.34
C -3.713 1.491 1.587  -0.78
C -4.505 2.043 0.393  -0.67
C -3.929 3.320 -0.113  0.48
C -4.484 4.512 -0.493  -0.71
N -3.512 5.373 -0.897  -0.66
C -2.388 4.727 -0.765  -0.21
N -2.583 3.471 -0.303  0.09
C -0.096 -1.613 0.084  -0.11
C -0.684 -2.943 0.005  0.60
C 0.055 -4.042 0.446  -0.70
C -0.473 -5.316 0.392  -0.51
C -1.751 -5.527 -0.101  -0.57
C -2.467 -4.433 -0.548  0.41
F -3.709 -4.622 -1.047  -0.33
C -1.961 -3.149 -0.509  -0.72
N 1.217 -1.455 0.000  -1.21
C 3.075 1.681 0.168  -0.40
C 4.384 2.104 0.109  -0.94
H 8.655 1.491 -0.273  0.24
H 7.715 0.314 -1.221  0.33
H 7.848 0.135 0.552  0.33
H 5.903 -0.898 -0.308  0.38
H 3.567 -1.633 -0.204  0.37
H 0.297 1.608 0.413  0.54
H -2.652 -0.911 0.993  0.62
H -2.669 0.077 -0.485  0.28
H -1.780 1.116 2.087  0.24
H -3.691 2.253 2.370  0.48
H -4.238 0.606 1.983  0.33
H -5.536 2.217 0.704  0.39
H -4.524 1.300 -0.409  0.23
H -5.515 4.803 -0.502  0.41
H -1.422 5.127 -0.999  0.41
H -1.923 2.755 -0.027  0.23
H 1.049 -3.871 0.828  0.45
H 0.109 -6.157 0.739  0.38
H -2.186 -6.513 -0.149  0.45
H -2.551 -2.337 -0.902  0.58
H 2.295 2.413 0.299  0.31
H 4.629 3.150 0.193  0.41

***

No. 3
An isolated molecule of C22H22N6O4S. Source: OMol25; level of theory: the ωB97M-V functional and the def2-TZVPD basis.

## Properties
total energy	-1879.1523	Eh
SMILES	COc1ccc(CN(Cc2cccnc2)S(=O)(=O)c2ccc(-n3cnnn3)c(OC)c2)cc1
energy above the lowest of the compared OMol25 structures with the same formula, charge and spin	510.30	kJ/mol
HOMO-LUMO gap	0.317	Eh

Each line ends with the Mulliken charge.
Element x y z (Å)
C 2.332 -4.232 -0.337  -0.80
O 2.727 -2.878 -0.418  -0.48
C 1.819 -1.954 -0.814  0.68
C 2.305 -0.657 -0.995  -1.03
C 1.463 0.357 -1.396  -0.06
C 0.108 0.120 -1.610  0.24
C -0.837 1.239 -1.958  -1.72
N -1.164 2.069 -0.813  0.33
C -0.317 3.185 -0.471  -0.43
C -0.386 4.251 -1.532  -0.01
C 0.753 4.790 -2.114  -0.42
C 0.614 5.764 -3.091  -0.50
C -0.666 6.153 -3.451  -0.31
N -1.758 5.642 -2.907  -0.63
C -1.621 4.720 -1.975  -0.29
S -2.145 1.415 0.337  1.66
O -3.206 0.720 -0.329  -0.75
O -2.472 2.459 1.263  -0.79
C -1.172 0.182 1.220  -0.59
C 0.056 0.502 1.761  -0.54
C 0.789 -0.492 2.384  -0.88
C 0.282 -1.780 2.475  0.29
N 1.042 -2.784 3.087  0.50
C 1.850 -2.712 4.177  -0.10
N 2.373 -3.889 4.379  -0.39
N 1.901 -4.674 3.418  -0.71
N 1.115 -4.049 2.653  0.07
C -0.987 -2.100 1.952  0.78
O -1.413 -3.364 2.112  -0.52
C -2.668 -3.730 1.580  -0.96
C -1.702 -1.087 1.319  -0.19
C -0.365 -1.173 -1.441  -0.55
C 0.471 -2.205 -1.054  0.00
H 1.582 -4.389 0.444  0.27
H 1.954 -4.591 -1.298  0.37
H 3.234 -4.782 -0.075  0.26
H 3.355 -0.478 -0.826  0.48
H 1.870 1.344 -1.564  0.52
H -1.785 0.830 -2.315  0.41
H -0.417 1.889 -2.731  0.61
H -0.719 3.578 0.467  0.65
H 0.725 2.874 -0.314  0.27
H 1.735 4.457 -1.806  0.40
H 1.479 6.205 -3.561  0.39
H -0.831 6.907 -4.210  0.37
H -2.534 4.322 -1.551  0.43
H 0.435 1.507 1.695  0.43
H 1.766 -0.277 2.788  0.42
H 2.002 -1.837 4.771  0.46
H -2.698 -3.588 0.496  0.34
H -3.480 -3.163 2.044  0.36
H -2.781 -4.787 1.813  0.30
H -2.672 -1.256 0.883  0.66
H -1.410 -1.375 -1.621  0.37
H 0.069 -3.199 -0.937  0.38

***

No. 4
An isolated molecule of C22H22O5S. Source: OMol25; level of theory: the ωB97M-V functional and the def2-TZVPD basis.

## Properties
total energy	-1625.8054	Eh
SMILES	COCO/C(=C(/OC)S(=O)(=O)c1ccc(C)cc1)c1cccc2ccccc12
energy above the lowest of the compared OMol25 structures with the same formula, charge and spin	0.00	kJ/mol
HOMO-LUMO gap	0.305	Eh

Each line ends with the Mulliken charge.
Element x y z (Å)
C 2.005 0.899 3.970  -0.62
O 1.150 -0.274 3.988  -0.42
C 1.527 -1.237 2.989  -0.23
O 1.510 -0.676 1.666  -0.35
C 0.329 -0.693 0.923  0.59
C 0.182 0.114 -0.177  -0.45
O -0.930 -0.072 -1.027  -0.39
C -0.641 -0.345 -2.393  -0.61
S 1.525 1.309 -0.553  1.73
O 2.151 1.827 0.670  -0.67
O 2.529 0.633 -1.413  -0.71
C 0.760 2.695 -1.485  -0.29
C 1.305 3.057 -2.689  -0.12
C 0.739 4.091 -3.405  -0.45
C -0.341 4.825 -2.932  1.03
C -0.906 6.009 -3.744  -1.37
C -0.884 4.516 -1.696  -0.96
C -0.312 3.428 -0.941  -0.47
C -0.720 -1.694 1.195  0.06
C -1.871 -1.299 1.882  -0.35
C -2.790 -2.247 2.342  -0.78
C -2.551 -3.620 2.154  -0.89
C -1.456 -4.017 1.322  0.88
C -1.253 -5.368 0.963  -0.70
C -0.119 -5.803 0.254  -0.72
C 0.805 -4.833 -0.124  -0.72
C 0.557 -3.463 0.119  -0.68
C -0.546 -3.050 0.854  1.28
H 2.985 0.666 3.563  0.34
H 1.518 1.718 3.427  0.18
H 2.125 1.213 5.008  0.28
H 2.557 -1.584 3.245  0.38
H 0.891 -2.121 3.106  0.25
H -0.096 0.474 -2.891  0.23
H -0.071 -1.291 -2.476  0.24
H -1.591 -0.532 -2.909  0.29
H 2.198 2.549 -3.128  0.37
H 1.143 4.339 -4.409  0.31
H -1.210 5.660 -4.728  0.34
H -0.154 6.770 -3.847  0.34
H -1.783 6.413 -3.201  0.31
H -1.724 5.126 -1.323  0.25
H -0.729 3.127 0.004  0.48
H -1.996 -0.220 2.100  0.41
H -3.666 -1.886 2.869  0.40
H -3.277 -4.373 2.476  0.36
H -1.941 -6.121 1.333  0.36
H 0.053 -6.826 -0.026  0.42
H 1.695 -5.061 -0.673  0.42
H 1.318 -2.752 -0.231  0.45

***

| no. | molar mass (g/mol) | largest force on an atom (eV/A) |
| --- | --- | --- |
| 1 | 727.60 | 4.030 |
| 2 | 391.45 | 1.056 |
| 3 | 466.52 | 1.540 |
| 4 | 398.48 | 2.875 |